Run w
283
Properties=species:S:1:pos:R:3 method="wB97M-V/def2-TZVPD" e_homo_ev=-8.2
H -17.637 -0.356 -15.175
H -30.589 3.363 -10.526
H -31.736 8.157 -13.487
C -17.089 -0.730 -13.068
H -22.765 6.451 -14.898
H -29.805 8.992 -14.958
H -16.182 9.892 -13.727
H -17.157 1.207 -17.186
C -30.359 11.634 -16.800
H -17.177 6.304 -15.940
H -20.543 10.081 -21.227
C -22.595 7.490 -15.180
H -26.547 7.381 -11.120
H -28.506 0.566 -19.578
C -31.393 1.470 -16.228
C -25.137 6.598 -12.427
H -22.883 11.671 -21.156
H -18.630 1.365 -19.499
H -16.256 4.254 -20.153
H -30.224 6.232 -14.060
O -19.158 1.128 -13.512
H -15.383 4.087 -23.584
H -28.089 8.211 -12.716
H -28.685 6.889 -15.680
H -20.213 2.774 -14.236
C -18.149 4.656 -19.993
C -16.444 1.963 -16.852
H -29.089 3.623 -13.738
H -24.454 7.449 -12.427
C -29.423 12.816 -17.059
C -21.622 10.176 -21.084
H -29.601 3.133 -24.020
H -31.521 3.959 -20.620
C -16.519 8.098 -14.953
O -21.124 6.317 -20.909
H -23.930 0.360 -17.808
H -17.740 9.843 -14.595
H -25.076 6.308 -17.956
H -29.119 4.811 -23.969
O -27.137 3.099 -14.280
H -23.303 2.823 -13.875
C -26.320 9.228 -13.260
H -27.972 3.647 -24.463
C -15.694 3.270 -22.934
C -23.257 3.338 -23.566
N -15.743 0.477 -14.712
H -23.422 1.164 -13.223
C -22.459 6.095 -20.463
H -25.207 6.176 -13.431
N -22.775 4.691 -23.206
H -20.018 2.978 -17.724
O -20.687 4.656 -16.690
H -29.258 5.467 -16.574
H -15.498 1.519 -17.192
H -32.128 3.030 -11.398
H -23.893 9.112 -17.706
H -18.002 2.069 -15.005
H -25.364 3.980 -13.994
H -28.261 5.197 -19.343
C -17.897 1.445 -14.114
H -30.681 4.302 -17.638
H -20.417 8.175 -13.784
H -21.956 2.567 -25.185
H -15.322 6.902 -17.108
C -15.662 4.095 -17.398
N -16.157 8.659 -16.284
O -23.471 9.659 -19.689
H -24.666 3.806 -16.456
H -17.397 2.069 -13.359
H -26.291 2.216 -15.968
H -23.234 9.358 -12.282
H -21.747 8.558 -19.778
H -16.611 -1.678 -13.307
H -29.161 6.596 -19.839
H -32.932 7.020 -12.913
H -25.463 9.415 -15.719
H -21.170 6.862 -22.938
H -32.613 4.438 -13.392
H -21.730 7.682 -15.819
H -25.016 4.787 -21.455
H -23.470 1.991 -20.489
H -27.869 3.952 -12.560
H -22.637 5.026 -20.352
H -22.131 4.471 -15.382
H -29.811 2.820 -15.839
N -30.102 13.698 -18.049
H -15.580 4.399 -16.345
N -18.566 2.345 -19.245
C -17.542 7.024 -15.195
C -25.125 1.858 -14.395
H -25.340 4.891 -11.193
H -20.842 1.973 -12.826
H -20.464 7.596 -10.606
H -23.091 1.344 -14.917
H -25.302 0.960 -16.157
H -16.906 5.708 -18.116
C -27.967 0.665 -18.632
H -22.477 0.758 -17.162
H -23.680 2.238 -25.372
H -19.821 5.961 -14.433
C -21.330 12.224 -22.333
H -21.253 14.328 -21.723
H -14.861 3.092 -22.246
H -27.970 4.962 -14.057
C -23.093 3.841 -27.213
H -23.043 4.002 -18.184
H -30.191 2.037 -18.749
C -17.223 2.641 -21.281
O -17.795 6.325 -13.993
H -21.318 2.427 -19.556
H -19.571 15.018 -23.228
H -17.533 1.676 -21.695
C -24.543 5.598 -11.452
H -15.862 5.901 -20.369
H -23.947 3.227 -27.511
H -17.402 8.889 -13.112
H -18.389 5.278 -20.851
O -22.460 8.328 -14.036
H -20.419 9.227 -10.088
H -27.189 7.361 -13.980
H -25.834 2.937 -12.640
H -19.236 3.128 -21.027
H -16.428 2.106 -15.771
H -19.339 8.655 -11.431
H -24.075 4.454 -9.231
H -32.284 1.279 -16.834
O -28.186 3.631 -22.467
H -28.756 14.603 -15.993
C -21.341 4.674 -22.812
H -22.623 6.560 -19.491
H -22.473 4.919 -9.943
C -20.335 8.615 -10.985
H -15.194 0.556 -13.868
H -31.363 9.887 -15.170
H -14.703 6.974 -18.643
C -23.625 1.801 -14.086
O -16.704 3.151 -17.574
O -23.062 4.145 -25.833
H -28.470 12.438 -17.444
H -30.650 8.981 -16.485
H -30.998 3.953 -14.019
H -23.487 7.818 -15.714
C -18.325 3.204 -20.409
C -23.393 5.277 -9.463
H -22.120 9.627 -21.890
H -20.238 12.173 -22.334
C -28.778 3.795 -23.742
C -25.392 3.951 -20.856
H -31.766 1.739 -15.238
H -29.570 13.670 -18.910
H -31.495 7.176 -12.049
H -31.298 12.013 -16.377
H -25.098 8.736 -18.889
H -30.054 5.372 -21.772
H -23.048 8.234 -11.103
H -32.805 6.107 -15.391
N -24.360 4.769 -16.639
H -26.930 10.193 -16.322
H -21.262 2.688 -17.784
C -28.688 5.688 -20.218
C -31.073 3.309 -11.495
C -21.846 2.844 -18.697
C -29.061 13.572 -15.798
H -20.297 4.416 -18.749
C -18.876 5.458 -14.193
H -15.380 -0.290 -15.263
C -17.143 0.134 -14.335
H -16.542 -0.210 -12.283
H -15.593 9.475 -16.086
C -27.092 7.910 -13.041
H -22.185 3.318 -27.525
H -18.916 4.322 -17.644
O -26.847 9.986 -14.334
H -27.060 4.519 -16.560
C -22.052 9.611 -19.747
O -29.634 10.745 -15.964
C -23.220 2.195 -18.394
C -24.086 2.325 -19.648
H -29.936 13.619 -15.142
H -19.456 13.453 -24.060
H -21.583 10.163 -18.931
C -25.840 3.024 -13.731
C -26.607 5.513 -16.671
H -18.125 -0.902 -12.768
H -18.758 4.849 -19.106
H -30.003 14.632 -17.670
H -29.967 2.799 -21.771
H -21.668 11.714 -23.244
H -19.454 2.605 -18.837
H -30.637 2.550 -12.155
N -31.257 3.755 -17.003
H -14.679 3.652 -17.597
H -22.828 13.692 -22.339
H -23.186 6.485 -21.178
O -24.042 6.222 -10.278
H -19.138 4.996 -13.239
N -30.868 4.525 -20.081
C -31.301 6.052 -13.970
H -31.433 5.363 -19.956
C -19.912 2.301 -13.295
C -25.376 5.350 -17.523
N -14.905 6.363 -17.867
N -25.312 1.937 -15.872
N -26.487 7.018 -12.061
H -18.462 7.456 -15.617
C -29.675 4.788 -20.923
H -21.150 10.020 -12.404
H -21.918 3.026 -16.344
C -15.886 5.329 -18.251
C -21.973 4.119 -16.405
H -21.318 6.962 -12.895
C -23.077 4.672 -17.316
N -21.865 11.641 -21.108
H -22.876 2.576 -22.887
H -26.464 9.859 -12.381
H -21.065 3.894 -22.101
C -19.971 4.073 -17.762
H -19.792 5.966 -22.268
C -21.331 9.001 -12.061
H -27.904 6.029 -20.894
H -27.449 -0.257 -18.377
C -30.461 2.560 -16.684
O -28.834 1.038 -17.584
H -25.248 9.091 -13.442
C -28.767 6.445 -16.674
O -16.923 3.561 -22.321
H -28.233 13.111 -15.260
H -30.639 11.096 -17.713
H -15.599 7.642 -14.583
H -28.909 3.066 -18.102
H -17.171 4.899 -19.568
H -16.977 8.926 -16.816
C -15.633 5.046 -19.730
H -23.681 2.738 -17.562
H -22.800 5.192 -24.089
C -20.050 14.366 -23.969
H -25.532 0.928 -13.979
H -31.544 5.255 -15.799
H -23.541 7.795 -18.801
H -32.066 3.430 -17.520
C -16.997 9.248 -14.064
H -26.983 8.465 -15.779
N -22.687 9.112 -11.462
H -28.695 2.833 -20.681
H -23.170 4.798 -27.722
O -21.419 14.168 -23.764
O -27.541 6.332 -17.371
H -19.934 14.919 -24.903
C -28.054 3.953 -13.640
C -24.017 8.782 -18.750
H -26.372 5.962 -15.701
H -20.818 4.441 -23.750
C -22.958 2.987 -25.024
N -23.041 0.806 -18.001
C -21.745 13.694 -22.463
H -26.350 4.257 -20.427
H -27.178 1.419 -18.755
H -29.429 7.002 -17.335
H -22.731 5.676 -17.573
C -29.154 3.465 -21.451
C -21.354 8.005 -13.231
C -31.854 7.154 -13.079
O -30.956 4.587 -12.093
H -16.327 2.506 -20.664
H -24.329 3.464 -23.397
C -31.541 4.660 -13.379
H -30.856 0.519 -16.198
H -19.400 2.995 -12.627
H -23.741 5.043 -11.948
C -29.559 2.213 -17.868
H -21.872 3.917 -18.883
H -23.046 5.735 -8.536
H -15.799 2.378 -23.563
C -20.883 6.032 -22.289
O -24.493 3.657 -19.823
C -26.558 9.458 -15.611
H -25.566 3.185 -21.617
C -30.406 9.611 -15.621
N -31.786 6.151 -15.339
H -14.582 4.763 -19.813
H -18.694 4.673 -14.930
H -24.953 1.659 -19.544
H -25.613 4.716 -18.389


Run x
283
Properties=species:S:1:pos:R:3 method="wB97M-V/def2-TZVPD" e_homo_ev=-8.3
H 3.578 -8.959 -3.738
N -7.243 -7.566 4.734
H 1.087 -11.779 -3.863
C 5.346 7.916 0.690
N -6.909 -4.912 -1.106
H -1.019 7.585 -1.221
H -3.361 2.747 6.133
H -4.165 -9.187 5.094
H 1.506 11.244 -12.656
N 2.496 11.196 -12.460
H -8.978 -3.561 4.159
C 11.467 -6.339 7.490
H 9.467 -6.316 8.212
H 2.284 -6.955 -4.408
C 6.847 2.104 -8.452
H 3.898 -5.832 12.537
H 4.654 7.745 -0.134
C 1.889 10.105 -10.349
H -6.170 4.814 9.465
H -7.728 -4.688 4.869
H -4.621 -0.132 -12.868
C 4.135 3.021 4.190
H 8.198 4.791 -6.768
H -3.836 5.855 -11.515
H -8.190 -5.182 -2.700
H 2.710 8.765 -13.429
H 4.629 5.391 0.804
H -7.029 2.632 6.552
O 9.119 -0.265 1.325
O 7.201 0.737 -8.532
C -6.049 2.726 6.083
C -5.725 6.382 -9.637
H 7.164 4.661 -8.272
H 1.032 0.191 -2.330
H -7.752 5.458 -6.172
H -6.006 6.098 -13.742
C -5.106 2.825 8.397
C -2.212 9.488 -3.233
N 12.316 -6.164 8.597
N -3.805 3.638 6.303
C -2.829 2.973 16.697
N 4.280 -11.253 -3.293
H -3.781 -9.592 2.563
H 9.309 1.739 -8.103
H 1.072 -7.342 -5.674
N -5.843 5.666 -10.939
H 1.222 8.787 -12.624
H -6.036 -2.838 -2.511
O -0.861 -0.523 3.018
H -1.976 12.477 -2.073
H -2.489 0.280 -13.985
H -4.677 1.830 8.517
H 5.416 -0.321 -8.305
C -7.888 6.457 -6.585
H 12.038 -6.891 9.240
H -7.793 7.149 -5.748
H 2.136 11.028 -9.823
C 2.017 -11.922 -3.313
H -3.888 -8.101 1.614
H -2.188 7.921 -0.068
H 1.946 9.252 -9.672
C -4.841 -8.396 4.772
C 2.759 10.014 -11.665
O -3.964 6.179 -14.037
H -4.349 3.371 8.959
C 3.377 -5.335 13.355
O 6.009 2.978 5.724
H 10.059 -4.631 7.790
H 3.050 3.119 4.211
H 3.650 -5.648 14.363
H 12.411 -8.175 7.118
H -1.474 8.838 -3.703
H 2.499 -8.125 13.207
H -2.876 4.030 16.958
H 9.704 -1.116 -0.502
H 6.222 5.547 1.380
N -3.345 7.321 -2.365
C 9.151 -1.361 0.404
H 6.107 3.939 7.535
H 6.781 -1.168 -7.780
H -5.401 4.014 16.744
C -5.625 -7.764 -4.205
H -5.149 -5.483 -3.025
C -5.113 5.687 -13.270
C -2.001 1.813 14.724
H 6.973 0.105 0.130
H -2.968 0.605 -11.102
H 0.097 -7.316 11.342
H -2.006 -0.423 1.379
H -3.642 9.192 -1.528
H -10.335 -7.122 3.725
C 2.292 8.730 -12.423
O -2.999 -1.432 -12.994
H 0.920 1.576 -1.258
H -1.044 1.585 15.194
C 0.331 0.863 -1.835
H 6.517 4.460 -6.668
H -4.181 3.933 5.413
H -3.607 -1.977 -9.614
C -6.946 4.080 9.251
C -6.903 5.971 -8.729
H -4.030 1.198 16.787
H -6.316 3.217 5.147
O -2.573 2.984 15.316
C -6.175 -5.650 -3.352
O -6.275 2.814 9.120
H -5.831 -8.804 -3.949
H 1.067 -8.788 11.147
C -1.790 8.323 -1.000
H -7.903 6.166 -9.116
H -5.603 1.788 5.753
H 11.039 -0.324 2.039
H 0.784 -0.009 0.633
H -1.236 -2.124 4.274
H 2.219 -9.446 -2.840
C 3.031 -11.064 -3.933
H -4.795 -1.580 -12.057
C -1.367 -1.159 1.867
C 4.690 5.094 2.979
H 4.132 2.905 6.300
H -4.946 7.240 -11.878
C 6.377 -0.156 -7.817
N 9.161 2.721 -7.919
H -4.656 0.223 -9.205
H 10.775 -8.077 6.457
H -3.290 5.747 -15.948
H 6.198 0.118 -6.778
H -5.373 -0.737 -10.137
H -1.064 -2.345 0.188
H -6.928 -6.747 4.233
C 7.654 -1.759 0.066
H 7.128 -1.933 1.005
H 7.740 -5.500 5.181
H -1.217 9.227 -0.796
C -2.834 8.642 -2.011
H -1.915 2.578 17.142
H -7.734 4.099 10.004
N 0.550 -8.643 13.677
H 1.749 -7.220 10.927
H -7.336 4.420 8.291
H -4.132 7.408 -2.992
H 0.827 9.988 -10.563
C -2.024 -0.513 -13.399
H 0.470 -1.933 3.986
H 5.829 2.266 -8.096
H 7.795 2.273 -6.458
H 11.964 -5.867 6.643
C 7.395 4.264 -7.284
C -4.230 5.866 -15.409
H 8.094 -4.189 6.303
H -3.412 11.628 -2.716
C 7.775 2.776 -7.425
C -4.332 -8.659 2.438
H 6.448 -3.020 -1.241
O -1.544 10.724 -2.939
H -3.030 9.720 -3.915
C 11.405 -7.797 7.301
O 1.998 -5.357 13.134
C 1.479 -7.789 13.022
C -3.633 -0.233 -10.892
C 6.752 3.678 6.696
H 4.359 1.964 4.046
H -1.895 1.903 13.643
H 9.545 -2.264 0.868
H -9.366 -4.410 5.520
H -8.886 6.471 -7.023
H 1.766 -11.515 -2.333
O 2.660 7.471 -11.667
H -7.185 -3.069 -3.814
N -4.218 2.266 18.578
H 0.467 -9.546 13.231
C 10.022 -0.353 2.429
C -4.829 6.157 -11.848
H 3.616 5.246 3.087
O -0.437 1.610 -2.755
H 0.279 -6.106 13.469
H 6.949 2.570 -9.432
H -7.780 -2.800 -2.179
C -6.998 -3.286 -2.762
H 3.093 6.121 -13.169
O 1.886 -9.022 -4.851
H 1.184 2.836 -3.533
C 7.480 -2.980 -0.891
H -5.739 -7.491 -5.254
H 4.563 -12.221 -3.239
H 8.190 -2.887 -1.712
H -4.863 6.597 -15.912
H -6.261 2.515 17.014
H 9.773 -1.310 2.888
H 2.269 5.389 -11.764
H 2.338 -12.943 -3.102
H 10.959 -8.237 8.193
C -5.367 2.940 16.559
C 2.346 6.277 -12.392
H 0.273 -2.411 1.422
H 3.177 -11.258 -4.996
N -4.811 0.100 -10.196
H -1.372 -0.181 -12.590
C -0.462 -1.378 4.093
C -8.509 -7.883 4.065
H 7.469 2.915 6.999
O -4.410 -7.779 3.548
N 4.843 3.624 3.061
C 5.189 5.721 1.679
H 1.534 -6.496 14.775
H -6.085 -5.229 -4.354
H -2.069 -1.927 2.191
C 1.059 -7.779 11.559
H -0.439 3.088 -4.234
H -8.886 -8.810 4.496
H -5.410 2.806 15.478
H -4.870 4.983 -15.437
H -2.293 12.463 -3.791
H -2.705 6.666 -2.791
C -8.776 -4.532 4.611
C -2.889 -1.249 -9.992
H -5.553 4.482 7.052
H 1.415 6.279 -12.959
H -3.807 3.101 18.970
N 6.959 -0.634 -0.558
O -9.271 -5.489 3.688
C -4.099 2.222 17.156
H -6.477 -5.809 -0.938
H 2.955 11.066 -13.350
H 7.333 4.583 6.516
O 5.122 7.165 1.884
H -2.595 0.912 14.878
C 1.294 -6.419 13.715
O -6.838 6.691 -7.530
H 5.117 5.608 3.840
H -5.319 -8.891 2.038
H 5.413 8.972 0.953
H 9.179 3.117 -8.847
C 8.169 -5.267 6.155
H 0.803 -7.454 -3.922
H -5.569 7.458 -9.709
H -0.409 -8.325 13.658
C -0.556 -0.016 -0.950
H -0.916 -0.748 -1.674
O 9.488 -5.770 6.219
C 1.510 -7.653 -4.726
C 2.679 -9.570 -3.820
H -3.548 1.565 18.860
H -5.688 4.686 -10.747
C -5.113 3.486 7.006
H 6.342 7.649 0.337
H -2.093 -1.783 -10.511
H 7.535 -5.748 6.900
C -4.042 -0.814 -12.245
C -7.202 -4.774 -2.485
H -1.365 -0.979 -14.131
H -1.410 0.561 -0.598
H 4.556 4.521 5.666
C -0.405 -1.781 0.847
H -0.321 -0.852 5.037
C -6.326 -8.747 4.648
H 9.888 0.479 3.120
H -6.442 -9.391 3.776
C 4.692 3.447 5.537
O -6.463 -7.017 -3.343
H 4.267 -10.925 -2.338
H -5.137 4.605 -13.397
H -7.760 -4.912 -0.563
H 3.815 10.034 -11.396
N 0.212 -0.649 0.102
H 0.475 1.679 -4.614
H 5.815 3.428 3.254
C -2.361 11.860 -2.885
H 13.182 -6.438 8.154
C 0.240 2.358 -3.794
H 7.724 -3.930 -0.416
H -6.656 -9.463 5.401
H -9.839 -6.701 5.381
C -9.520 -6.737 4.339
H -8.390 -8.100 3.003
H 3.755 -4.313 13.304
H -4.782 6.070 -9.187
H 5.978 -0.815 -0.714
H -4.602 -7.570 -3.882
H -4.786 -7.624 5.540
C 10.034 -5.688 7.525
H -6.793 4.907 -8.521
H -2.417 -0.747 -9.147


Which one sits at the top of the stability order? run w does.